Below is a cluster of 8 separate species, C36H79F6N7O8P in total in a non-equilibrium geometry, with properties calculated with ωB97M-V with the def2-TZVPD basis set.

```
137
Properties=species:S:1:pos:R:3:forces:R:3:lowdin_charge:R:1
P 0.13868 1.49835 1.66792 0.2 -1.5 0.2 0.372
F 1.66687 2.12360 1.92258 -1.1 -0.7 0.3 -0.199
F -0.04543 2.64384 0.50844 -0.7 -0.5 1.4 -0.152
F 0.83914 0.51345 0.53000 -0.9 0.7 0.9 -0.174
F -1.38102 0.83446 1.35908 1.9 1.7 0.2 -0.198
F 0.30831 0.32297 2.79458 0.8 0.0 -0.7 -0.177
F -0.40368 2.37875 2.97407 0.0 0.4 -2.0 -0.186
C -1.11956 4.90695 -3.37632 0.3 -0.1 0.8 -0.119
C -0.94112 4.17665 -2.03591 -0.6 -1.5 0.2 -0.237
C -2.16474 3.23313 -1.75351 -0.8 1.3 0.2 -0.184
C -2.42846 2.28346 -2.82256 -0.4 -3.3 -3.4 -0.213
N -2.64595 1.52930 -3.72097 0.8 3.2 3.5 0.183
H -1.43803 5.90230 -3.06655 -0.1 0.2 -0.7 0.061
H -1.87691 4.43720 -4.00390 0.1 0.1 0.0 0.060
H -0.17541 4.95041 -3.91926 -0.1 0.2 -0.1 0.066
H -0.81870 4.91270 -1.24134 -0.2 -0.2 0.2 0.084
H -0.08089 3.51055 -1.96939 0.2 0.2 -0.3 0.084
H -3.08838 3.81135 -1.72797 -0.2 0.6 -0.3 0.109
H -2.28642 2.79791 -0.76160 1.0 -0.5 0.0 0.102
C -0.60565 0.72229 7.65716 -0.9 1.3 -1.1 -0.121
C -0.98259 0.39682 6.19476 -0.1 -0.9 -0.2 -0.257
C -0.27115 -0.85163 5.62648 0.7 0.3 1.8 -0.191
C 1.21326 -0.76278 5.88636 2.3 0.7 -0.7 -0.205
N 2.36416 -0.61522 6.10088 -3.5 -0.6 -0.5 0.126
H -0.72996 -0.12086 8.33668 0.6 -0.2 -0.2 0.069
H -1.35269 1.44044 7.99523 -0.1 0.2 0.1 0.053
H 0.33048 1.27761 7.71540 0.3 -0.6 0.3 0.068
H -0.89635 1.14019 5.40225 0.4 0.7 0.7 0.099
H -2.04231 0.14277 6.17160 -0.2 -0.1 0.0 0.098
H -0.63873 -1.00463 4.61180 0.8 -0.3 0.0 0.103
H -0.55726 -1.65041 6.31072 -0.3 -0.5 -0.4 0.100
C 6.24809 -4.04867 -2.49188 -0.7 0.1 0.5 -0.084
O 6.36733 -3.69661 -1.08525 -0.3 -0.4 -2.0 -0.174
C 5.99603 -4.77803 -0.28456 0.1 0.4 2.4 -0.264
C 6.14562 -4.31584 1.18417 -0.5 -0.3 -0.4 -0.197
N 5.11213 -3.34927 1.61815 0.2 -1.6 -1.5 -0.039
C 5.20305 -2.74314 2.91790 0.6 0.3 0.3 -0.210
C 5.83721 -1.35779 2.76283 1.0 -1.1 1.2 -0.276
O 5.04122 -0.43278 2.16068 -2.0 0.5 -0.2 -0.171
C 3.80461 -0.20153 2.87513 -0.2 1.2 -1.2 -0.081
H 6.95051 -3.50929 -3.12733 0.1 0.1 0.4 0.080
H 5.23630 -3.85186 -2.84633 -0.1 0.3 0.1 0.079
H 6.34838 -5.12238 -2.65060 0.5 -0.2 0.2 0.074
H 6.70372 -5.59884 -0.40094 0.2 -0.3 -0.2 0.112
H 4.98807 -5.19187 -0.31423 -0.4 0.4 -1.1 0.108
H 7.17503 -3.95782 1.19963 0.3 0.3 0.7 0.107
H 6.04609 -5.25773 1.72365 0.2 0.1 0.6 0.108
H 5.13240 -2.65754 0.88249 -0.5 0.5 0.1 0.092
H 5.74433 -3.37191 3.62483 0.7 -0.1 -0.2 0.113
H 4.25668 -2.68752 3.45585 -0.4 0.2 -0.5 0.096
H 6.70909 -1.47157 2.11864 0.2 0.0 0.0 0.122
H 6.17095 -0.97932 3.72900 0.2 0.1 0.5 0.114
H 3.10556 -1.03205 2.97355 0.5 -0.4 -0.1 0.074
H 3.28545 0.51376 2.23723 0.0 0.0 0.2 0.066
H 3.94325 0.27107 3.84751 0.4 -0.2 0.2 0.078
C -4.04068 -2.36838 -7.83514 -0.3 0.8 -0.4 -0.346
O -2.93198 -2.07389 -7.02778 1.2 -1.4 0.2 -0.229
C -1.91141 -3.08817 -7.01001 1.2 0.2 1.0 -0.251
C -0.78276 -2.76298 -5.97626 -0.4 1.0 -0.9 -0.216
N -1.28068 -2.76781 -4.60107 -0.3 -0.1 -1.5 -0.038
C -2.04399 -1.56335 -4.34874 1.1 0.4 3.5 -0.211
C -2.35980 -1.52085 -2.79864 -0.2 -0.1 -1.4 -0.216
O -1.24999 -1.60941 -1.89286 -0.5 0.8 -0.8 -0.173
C -1.64387 -1.21854 -0.59879 -1.0 -0.5 0.3 -0.144
H -4.80206 -1.64255 -7.54955 -0.3 -0.3 0.3 0.051
H -4.39560 -3.39750 -7.77988 -0.1 0.0 0.2 0.042
H -3.87767 -2.11014 -8.88149 0.5 -0.3 -0.4 0.039
H -1.46147 -3.28395 -7.98331 -0.2 0.2 -0.4 0.096
H -2.18735 -4.05771 -6.59534 -1.3 -0.3 -0.4 0.095
H -0.36755 -1.79032 -6.24016 0.1 0.2 0.3 0.096
H 0.05336 -3.45727 -6.05963 -0.2 -0.4 -0.3 0.104
H -1.99643 -3.47561 -4.68374 -0.1 -0.7 0.8 0.085
H -3.00033 -1.48707 -4.86611 0.2 0.3 -0.1 0.107
H -1.38818 -0.69925 -4.45526 -0.2 0.0 -0.7 0.085
H -3.05969 -2.33726 -2.62054 -0.2 -0.3 0.5 0.104
H -2.91764 -0.58566 -2.75056 0.0 0.2 0.8 0.062
H -2.55440 -1.76485 -0.35274 -0.3 -0.4 0.3 0.075
H -1.93418 -0.18502 -0.40992 0.3 0.4 -0.9 0.058
H -0.91758 -1.45125 0.17996 0.4 -0.2 -0.5 0.071
C 0.67021 1.04610 -5.15335 1.0 -0.4 1.1 -0.095
O 1.21758 0.16563 -4.10862 -0.7 1.3 -2.0 -0.205
C 1.44612 0.81495 -2.87109 0.6 -1.7 -0.3 -0.207
C 2.35176 -0.20507 -2.08756 -1.7 1.2 0.4 -0.189
N 1.64399 -1.38215 -1.52858 1.8 0.2 -0.8 -0.026
C 2.70696 -2.17835 -0.85317 -1.2 -0.1 0.6 -0.173
C 2.09486 -3.39087 -0.08763 -0.2 2.0 0.0 -0.229
O 2.34267 -4.57055 -0.77970 0.3 -1.9 0.0 -0.180
C 2.19948 -5.78611 -0.02369 0.5 1.4 0.9 -0.117
H -0.23667 1.56170 -4.83738 -0.3 -0.4 0.0 0.053
H 0.54219 0.49922 -6.08750 -0.3 -0.4 0.4 0.068
H 1.38099 1.83398 -5.40263 0.4 0.2 0.2 0.066
H 0.47862 1.11534 -2.46883 -0.1 -0.4 0.8 0.104
H 2.00758 1.74561 -2.95325 0.4 0.2 -0.4 0.106
H 2.69874 0.37584 -1.23302 0.7 0.2 0.1 0.097
H 3.19266 -0.48455 -2.72229 -0.1 0.0 -0.1 0.115
H 1.12993 -0.91933 -0.79263 -0.5 -0.6 0.2 0.050
H 3.21399 -1.51181 -0.15550 0.2 0.0 0.6 0.094
H 3.50187 -2.49452 -1.52863 -0.3 -0.2 -0.4 0.104
H 1.03197 -3.17896 0.02837 -0.5 -0.2 -0.4 0.112
H 2.43184 -3.33219 0.94731 0.7 -0.8 0.1 0.097
H 1.17346 -6.04929 0.23352 -0.3 -0.1 -0.6 0.079
H 2.65324 -5.62265 0.95381 0.2 0.1 0.3 0.067
H 2.78586 -6.60648 -0.43750 -0.4 0.1 -0.6 0.074
C -5.28892 0.54583 -0.92119 1.0 -1.8 -2.1 -0.172
O -5.81837 1.48812 -0.10632 -0.6 2.5 0.7 -0.180
C -6.70018 1.03332 0.85838 -0.8 -2.0 2.2 -0.243
C -6.38222 1.40115 2.33071 -0.1 -0.6 -1.3 -0.233
N -5.30425 0.58561 2.83289 1.2 0.3 0.4 -0.060
C -3.99788 1.04960 2.33601 0.1 1.0 0.7 -0.166
C -3.70621 2.48598 2.82101 -0.4 1.4 -0.7 -0.227
O -4.08907 2.53711 4.19023 -0.6 0.4 0.2 -0.213
C -4.14504 3.83278 4.76900 1.4 -0.9 1.0 -0.144
H -6.02314 0.02903 -1.53920 -0.4 -0.4 0.3 0.086
H -4.64692 -0.18817 -0.43418 -0.2 -0.3 0.5 0.080
H -4.62508 0.92283 -1.69920 0.0 1.0 0.2 0.067
H -6.68078 -0.05642 0.87314 0.3 -0.4 -0.1 0.112
H -7.77536 1.18854 0.76898 -0.1 1.0 -1.1 0.106
H -7.15862 1.06976 3.02026 -0.9 0.5 -0.6 0.113
H -6.25178 2.48192 2.38566 0.2 0.2 0.3 0.106
H -5.34763 0.80631 3.81753 0.6 -0.4 0.4 0.081
H -4.06312 0.94665 1.25286 0.7 0.2 0.2 0.092
H -3.12630 0.55228 2.76162 -0.5 -1.0 -0.2 0.105
H -4.18372 3.30146 2.27780 -1.2 -0.2 -0.2 0.103
H -2.70399 2.88271 2.65892 0.7 -1.0 0.5 0.096
H -3.15198 4.26460 4.64461 -0.2 0.8 -0.5 0.083
H -4.17895 3.69027 5.84911 -0.2 -0.3 0.2 0.069
H -4.98433 4.50255 4.58167 0.0 -0.2 -1.0 0.075
N 1.68258 4.82706 2.18081 1.3 1.7 1.9 0.021
C 2.33160 5.60727 3.23125 -0.6 0.6 -3.6 -0.070
C 2.46792 6.90905 2.65013 -0.2 -1.7 2.8 -0.179
C 1.81766 6.93840 1.46453 -1.4 -1.9 -3.0 -0.163
C 1.40072 5.59202 1.09109 0.7 2.6 2.0 -0.096
H 1.44707 3.85055 2.28602 0.2 0.0 -0.1 0.072
H 2.79666 5.18998 4.11215 -0.3 -0.3 -0.2 0.080
H 2.84086 7.82606 3.08186 0.2 -0.3 0.4 0.078
H 1.59380 7.87718 0.97978 0.1 -0.3 -0.6 0.072
H 0.90635 5.22856 0.20232 0.0 -0.1 0.3 0.079
```
Positions in Å, forces in eV/Å.

Its HOMO energy (spin up / spin down) is 2.74 / -4.11 eV. Its net charge is -2. The value obtained for the molar mass is 883.03 g/mol. The calculation puts the frontier orbital gap (spin up / spin down) at 1.09 / 7.92 eV. As for the spin multiplicity: 2.